Here is a cluster of 7 separate species, C37H94N8O13 in total in a non-equilibrium geometry from the Open Molecules 2025 dataset. Energies are from the ωB97M-V functional and the def2-TZVPD basis.

Its SMILES is COCCNCCOC.COCCNCCOC.COCCNCCOC.COCCNCCOC.COCCNCCOC.COCCNCCOC.NC(N)=O. The value obtained for the energy above the lowest of the compared OMol25 structures with the same formula, charge and spin is 394.15 kJ/mol. For the LUMO energy, the calculation gives 0.7 eV.

Geometry as ORCA input:
```
! RIJCOSX wB97M-V def2-TZVPD def2/J DEFGRID3
* xyz 0 1
C -1.825 -4.113 -0.661
O -1.558 -5.271 0.104
C -2.649 -6.027 0.557
C -2.309 -7.545 0.819
N -1.103 -7.904 1.527
C -0.880 -9.368 1.653
C -0.696 -10.045 0.223
O 0.025 -11.273 0.528
C 0.387 -11.957 -0.631
H -0.919 -3.508 -0.687
H -2.619 -3.466 -0.287
H -2.119 -4.432 -1.661
H -3.432 -5.928 -0.195
H -2.976 -5.508 1.458
H -2.317 -8.053 -0.146
H -3.164 -7.810 1.441
H -0.280 -7.563 1.052
H -1.515 -9.905 2.359
H 0.073 -9.420 2.179
H -0.165 -9.415 -0.490
H -1.634 -10.339 -0.249
H -0.433 -12.285 -1.270
H 0.828 -12.872 -0.234
H 1.085 -11.418 -1.271
C -2.291 5.506 10.212
O -2.112 5.831 8.832
C -1.938 4.764 7.951
C -1.395 5.283 6.547
N -1.056 4.175 5.685
C -2.093 3.130 5.566
C -1.661 2.065 4.522
O -0.466 1.390 4.758
C -0.185 0.409 3.724
H -3.163 4.851 10.224
H -2.438 6.382 10.844
H -1.407 4.958 10.537
H -2.808 4.117 7.836
H -1.110 4.180 8.352
H -0.480 5.858 6.685
H -2.145 5.885 6.034
H -0.242 3.692 6.038
H -3.020 3.636 5.297
H -2.347 2.660 6.517
H -1.629 2.692 3.631
H -2.502 1.376 4.440
H 0.812 -0.029 3.763
H -0.317 0.905 2.762
H -0.829 -0.470 3.751
C -1.916 -1.183 -3.720
O -2.639 -0.016 -4.016
C -2.385 1.080 -3.100
C -1.068 1.923 -3.430
N 0.182 1.347 -2.823
C 1.326 2.258 -2.923
C 2.602 1.490 -2.581
O 2.829 0.475 -3.539
C 3.818 -0.416 -3.126
H -0.840 -1.039 -3.820
H -2.183 -1.929 -4.468
H -2.248 -1.468 -2.721
H -2.344 0.692 -2.082
H -3.314 1.638 -3.220
H -1.215 2.957 -3.118
H -0.959 1.889 -4.514
H 0.482 0.598 -3.431
H 1.181 3.126 -2.279
H 1.455 2.654 -3.930
H 2.589 1.176 -1.537
H 3.420 2.192 -2.737
H 3.585 -0.825 -2.143
H 4.778 0.097 -3.183
H 3.752 -1.233 -3.844
C -3.991 1.822 1.146
O -3.276 2.506 0.130
C -2.760 3.747 0.635
C -2.304 4.633 -0.517
N -3.393 4.829 -1.443
C -3.008 5.486 -2.740
C -3.845 5.040 -3.974
O -3.514 3.705 -4.307
C -4.404 3.199 -5.338
H -4.963 2.244 1.401
H -3.387 1.575 2.020
H -4.161 0.860 0.663
H -2.067 3.659 1.471
H -3.649 4.274 0.982
H -1.354 4.319 -0.949
H -2.090 5.626 -0.121
H -3.988 4.013 -1.410
H -1.950 5.269 -2.885
H -3.200 6.532 -2.499
H -3.592 5.658 -4.836
H -4.863 5.311 -3.697
H -4.562 3.848 -6.200
H -5.399 3.205 -4.893
H -4.110 2.225 -5.728
C 1.937 -4.198 -0.783
O 1.666 -3.608 -2.065
C 2.075 -4.434 -3.199
C 1.717 -3.822 -4.538
N 0.231 -3.888 -4.604
C -0.262 -5.174 -5.037
C -1.755 -5.175 -5.238
O -2.390 -5.000 -3.966
C -3.784 -4.999 -3.901
H 1.284 -5.061 -0.652
H 1.759 -3.489 0.025
H 2.992 -4.470 -0.755
H 1.697 -5.446 -3.056
H 3.164 -4.478 -3.179
H 2.207 -4.329 -5.370
H 1.997 -2.771 -4.463
H -0.089 -3.833 -3.648
H -0.027 -5.951 -4.310
H 0.228 -5.556 -5.933
H -2.046 -6.090 -5.755
H -2.041 -4.328 -5.861
H -4.106 -5.042 -2.860
H -4.271 -5.814 -4.437
H -4.155 -4.044 -4.271
C 9.795 6.276 1.439
O 9.398 5.323 2.429
C 8.122 5.700 3.059
C 6.901 5.177 2.286
N 5.609 5.621 2.755
C 4.539 5.103 1.913
C 3.899 3.743 2.414
O 3.122 3.204 1.269
C 2.780 1.887 1.515
H 9.810 7.344 1.659
H 9.019 6.130 0.687
H 10.683 6.020 0.862
H 8.035 6.756 3.316
H 8.158 5.134 3.990
H 7.001 4.093 2.335
H 7.050 5.639 1.310
H 5.539 6.605 2.539
H 4.765 5.202 0.851
H 3.787 5.888 1.976
H 3.206 3.834 3.250
H 4.735 3.105 2.700
H 2.538 1.665 2.555
H 3.645 1.336 1.147
H 1.916 1.597 0.917
N -0.879 0.821 -0.059
C -0.294 -0.291 0.153
N 0.597 -0.558 -0.775
O -0.704 -1.153 0.927
H -1.730 0.943 0.470
H -0.691 1.251 -0.954
H 0.819 0.242 -1.350
H 0.763 -1.532 -0.983
*
```